Record 1
18
Properties=species:S:1:pos:R:3:lowdin_charge:R:1 method="wB97M-V/def2-TZVPD" de_lowest_ev=4.114 e_lumo_ev="-4.2 / -3.9" total_charge=+1
C 0.9296 -0.5355 -0.9748 -0.3280
C -1.5198 0.4474 -1.7250 -0.3579
C 0.5778 -0.3505 0.5300 -0.4605
C -0.2863 0.7923 0.9000 -0.3663
N 0.0031 -1.6861 0.8914 0.1417
P 0.3392 2.3827 0.4472 0.8560
S -0.6847 -1.0272 -1.8188 0.8552
H 1.1637 0.3456 -1.5257 0.0625
H 1.5199 -1.4702 -1.0252 0.0979
H -2.5589 0.3419 -1.6916 -0.0091
H -0.9315 1.4097 -2.0883 0.0716
H 1.4757 -0.4193 1.0977 0.1354
H -1.0682 0.6499 1.5921 0.0551
H -0.5428 -2.0391 0.1071 0.0582
H -0.7445 -1.7154 1.6577 0.2074
H 0.6425 -2.4302 1.1911 0.1787
H 1.6193 2.2498 0.8317 -0.1048
H 0.0658 3.0542 1.6032 -0.0932

Record 2
17
Properties=species:S:1:pos:R:3:lowdin_charge:R:1 method="wB97M-V/def2-TZVPD" multiplicity=3 de_lowest_ev=0.769 e_lumo_ev="-8.6 / -12.9" total_charge=+2
H 2.6697 -1.2023 -1.1386 0.2504
Ag 2.9137 1.5077 0.2326 1.0294
O 2.8342 -0.5983 0.6599 0.1389
O 0.9452 -1.6526 -0.1364 0.0254
C -0.2788 -0.9941 0.2083 -0.1349
C -0.4009 0.1943 -0.7448 0.0669
O 1.4593 0.4677 -0.7403 -0.1521
C 1.9490 -0.7598 -0.3401 -0.6125
H -1.0749 -1.7303 0.0675 0.1478
H -0.2045 -0.6590 1.2524 0.1553
H -0.5626 1.1415 -0.2202 0.1374
H -0.3602 -0.1061 -1.7987 0.1509
H -2.6868 0.9605 -1.8794 0.1523
O -3.9804 0.7795 0.9224 0.3984
C -2.6155 0.1977 -1.0960 0.1077
C -3.3954 0.4954 -0.0168 -0.0136
H -2.7786 -0.8191 -1.4716 0.1524